[1]
The following is a quantum chemistry calculation of a molecular structure, C42H38BrN7O4S2Sn, from the OMol25 dataset.

Last column: Mulliken charge in e.
Cartesian coordinates (Å):
1 C 4.93236 0.32810 0.63213  -0.732
2 C -2.82961 -2.99102 1.35988  0.114
3 N 2.69075 -0.24126 1.16266  1.204
4 C 2.22532 2.76517 3.29523  -0.310
5 C -3.95715 -1.30171 3.16326  0.554
6 H -0.67136 1.42294 0.43465  0.141
7 H -0.25005 -3.89161 -3.24819  0.331
8 C 3.42191 4.40567 2.00882  -0.529
9 H 3.01450 -5.71520 -0.03130  0.410
10 H -2.86175 1.54532 -2.93433  0.242
11 H 2.48915 5.04954 0.18257  0.430
12 H -0.22757 -1.92524 -5.30679  0.430
13 C 2.99546 -0.22163 2.45950  0.677
14 N 1.33268 -2.02741 -2.10501  0.377
15 C 4.26852 0.08171 2.91466  -0.713
16 H 4.28973 5.03787 1.87356  0.409
17 C -3.67527 3.59112 2.11688  -0.727
18 C -4.52148 -0.30886 4.13837  -1.385
19 H -2.50694 -1.73828 -3.97414  0.300
20 C 1.36244 -3.43999 -1.94421  0.829
21 C 0.55033 2.09015 -2.70211  -0.505
22 C -0.84653 1.79418 -6.11835  -0.894
23 N -2.75062 -1.62913 -3.00056  -0.380
24 H 6.26350 0.58121 2.30083  0.466
25 C 0.47220 -4.30891 -2.55981  -0.153
26 H -0.04148 3.48306 -4.18492  0.377
27 H -4.79450 0.61873 3.63123  0.205
28 C 0.49135 -0.27614 -3.27347  -0.760
29 C -4.73258 -2.29707 2.57760  -0.584
30 H -1.95372 -0.51587 3.22332  0.387
31 H -5.77992 -2.39393 2.83870  0.418
32 H -3.79390 -0.05770 4.91014  0.354
33 C -1.00214 -0.51808 -6.70856  -0.691
34 H 3.54862 -3.92251 1.37070  0.423
35 N -2.06963 -2.07160 1.89936  0.264
36 H -1.27893 -1.28427 -7.42245  0.418
37 Sn 0.49079 -1.07128 0.63987  0.926
38 H -0.51775 3.95563 4.31337  0.444
39 C -1.49024 2.85518 2.73947  0.336
40 H 2.15357 2.08628 4.13836  0.477
41 C 1.21766 2.79782 2.34467  0.175
42 H 3.31075 0.00094 -0.77258  0.322
43 H 1.42519 -7.21551 -1.12860  0.388
44 C 4.07394 -3.53792 0.49184  -1.030
45 H -5.41522 -0.69766 4.62540  0.444
46 N 0.69916 -1.64540 -3.11403  -0.559
47 C -0.04907 0.08670 -4.55365  1.115
48 O 3.16310 -3.05461 -0.47800  -0.241
49 Br -2.02954 -4.09644 0.03074  -0.129
50 C -2.46975 4.72412 3.86296  -0.684
51 C 3.63367 0.03025 0.25914  -0.774
52 C -0.26536 1.44431 -4.88330  1.118
53 H -2.74398 0.50538 -4.29394  0.209
54 C 0.73947 0.71273 -2.29047  -0.233
55 C -0.41863 -0.88320 -5.52116  -0.338
56 H -4.74726 -3.94683 1.18525  0.427
57 O 2.01269 -0.22475 4.60227  -0.764
58 H -2.66855 1.91821 1.20593  0.389
59 C 1.29761 3.60722 1.22041  -0.192
60 O 0.83809 -1.07801 2.88570  -0.584
61 C -3.60426 4.59437 3.06944  -0.433
62 C 2.31107 -5.31000 -0.74256  -0.826
63 H -0.99800 2.84521 -6.33793  0.413
64 O 1.10933 0.50831 -1.08705  0.463
65 H -4.43146 5.28017 3.19630  0.395
66 H 0.82240 2.83866 -1.96659  0.381
67 C -1.40557 3.85394 3.70168  -0.539
68 H -4.55497 3.49012 1.49448  0.463
69 C -4.17136 -3.16680 1.66039  -0.690
70 C 3.33405 3.58616 3.12275  -0.631
71 C 0.08400 2.43813 -3.92058  -1.262
72 S -2.76202 -0.17850 -0.79660  -0.020
73 H -1.67996 1.11149 -7.96292  0.399
74 N -0.43880 0.86419 1.25310  -0.211
75 C -1.22656 0.83485 -7.02068  -0.673
76 C 5.25429 0.35310 1.98218  -0.682
77 N -2.98348 0.62484 -3.32003  -0.339
78 H 4.68386 -2.68578 0.78215  0.122
79 C 2.40786 4.41500 1.05525  -0.695
80 H 4.13161 3.57143 3.85351  0.446
81 H 5.67301 0.53575 -0.12726  0.497
82 C 0.49044 -5.66630 -2.28091  -0.889
83 S -0.14965 1.67663 2.58005  0.572
84 C -2.61708 2.70554 1.94794  -0.343
85 C 1.85873 -0.53710 3.42972  -0.077
86 C -2.62336 -1.24861 2.78590  -0.363
87 H -2.41370 5.50663 4.60782  0.406
88 C -2.82181 -0.39701 -2.46078  -0.107
89 H -0.21702 -6.32939 -2.76092  0.401
90 H -2.48111 -2.36981 -2.37208  0.098
91 C 1.40785 -6.16010 -1.36739  -0.670
92 H 0.50466 3.59570 0.48198  0.327
93 H 4.44357 0.09480 3.98069  0.559
94 H 4.72005 -4.31670 0.07952  0.470
95 C 2.29941 -3.94940 -1.03001  0.399

Values from the calculation:
gap between HOMO and LUMO	7.0	eV
strongest force on any atom	0.0051	Eh/bohr

---

[2]
The following is a quantum chemistry calculation of 9 unconnected molecules or ions with the total composition C28H73N15O9, from the OMol25 dataset.

Last column: Mulliken charge in e.
Cartesian coordinates (Å):
1 H 15.73562 15.24792 15.92941  0.529
2 O 10.46461 13.72683 10.07119  -0.738
3 N 12.76219 15.01295 12.88515  0.368
4 H 16.32659 11.54026 18.84169  0.383
5 H 12.06762 11.25217 16.35064  0.361
6 C 10.91411 17.66542 9.90638  0.250
7 H 8.43563 13.40251 9.41217  0.050
8 N 10.72583 12.13624 8.44447  -0.414
9 C 16.66951 15.65603 11.52366  -1.201
10 H 13.69807 10.58804 16.25359  0.286
11 O 11.55437 8.76870 9.28762  -0.828
12 C 6.86096 12.20081 9.84141  0.550
13 N 10.39335 10.20890 10.65512  -0.078
14 H 9.92162 20.11429 9.75641  0.361
15 O 11.47095 18.89694 10.31988  -0.183
16 H 15.92992 14.73846 18.62689  0.334
17 H 14.05704 11.28662 9.60658  0.265
18 N 14.14955 9.05930 10.33947  -0.200
19 H 14.56526 18.52366 13.80384  0.326
20 N 7.41310 13.35822 9.48594  -0.188
21 H 13.52777 12.35142 20.54981  0.396
22 H 16.36829 16.73028 13.36432  0.836
23 N 12.34256 13.80581 8.84934  -0.177
24 H 17.54032 18.24218 11.75690  0.423
25 H 4.99252 12.92890 9.83615  0.202
26 C 16.97256 17.87808 9.05972  -1.996
27 O 7.52748 11.14945 9.99286  -0.720
28 C 15.95832 12.47819 15.59292  -1.303
29 C 10.99425 19.99413 9.62906  -1.007
30 H 17.41321 17.40870 8.15564  0.428
31 H 15.43770 16.02075 7.60311  0.429
32 H 15.04943 10.51280 19.53419  0.479
33 O 16.72660 10.52272 9.33957  -0.647
34 H 10.02800 18.31704 12.46545  0.330
35 C 9.60099 17.41522 11.99696  -0.788
36 H 8.84678 16.45238 8.96676  0.298
37 H 16.44883 19.64485 11.24582  0.302
38 H 11.08637 10.05831 11.38925  0.110
39 C 15.32147 11.17673 18.74216  -1.844
40 H 11.04495 19.87041 8.57258  0.400
41 H 8.59592 17.33948 12.45916  0.372
42 H 18.13600 12.26606 10.09875  0.217
43 H 14.72303 12.70880 10.18339  0.086
44 H 15.80882 11.40943 15.85964  0.339
45 H 16.60773 18.86424 8.81448  0.435
46 H 13.91957 15.27974 15.75505  0.459
47 H 9.95203 11.66267 8.85336  0.122
48 H 15.01470 14.65823 14.47111  -0.185
49 O 13.13075 10.19687 11.98768  -0.827
50 H 11.38897 20.87254 10.12515  0.288
51 H 8.61615 9.80255 8.94053  0.277
52 N 9.45544 9.23657 8.84420  -0.357
53 H 11.72387 15.10876 12.93506  0.170
54 H 12.76440 14.51518 9.44866  -0.361
55 C 10.51544 9.38449 9.62192  0.463
56 H 16.77493 19.17029 12.90612  0.532
57 H 13.99474 16.26969 8.55833  0.147
58 H 14.79124 17.72694 7.67172  0.387
59 H 12.78052 13.42871 15.84647  0.615
60 H 17.69924 16.07177 11.51046  0.545
61 O 16.13373 13.93206 18.11378  -0.523
62 H 13.75160 12.40039 14.73130  -0.546
63 O 14.41914 13.66835 12.18518  -0.047
64 H 13.57602 18.91449 10.12438  0.311
65 H 16.72382 14.59789 11.83027  0.692
66 H 13.39373 17.99929 12.54660  0.306
67 H 13.40111 15.77470 12.83044  -0.385
68 H 8.93061 18.37636 10.22463  0.427
69 C 15.75256 17.00903 9.51608  1.113
70 H 16.91357 13.36401 10.55718  0.112
71 C 11.16125 13.17951 9.20757  0.790
72 H 15.18434 13.11650 20.35104  0.466
73 H 15.17940 14.94238 10.20716  -0.103
74 H 13.61760 13.93240 19.85045  0.449
75 N 5.55411 12.14358 10.16913  -0.477
76 H 16.07451 12.64622 14.54245  0.180
77 H 6.96908 14.28255 9.42391  0.217
78 H 15.02880 8.64000 10.05127  0.184
79 H 14.94983 15.95068 12.77545  -2.874
80 C 13.49467 12.64997 15.77685  -0.350
81 H 12.66897 11.85579 12.17747  0.285
82 C 14.78378 13.33079 16.14641  1.342
83 H 10.23855 16.56238 12.21416  -0.265
84 H 16.74303 15.04191 9.40759  0.794
85 C 14.32651 18.50686 12.74798  -2.101
86 C 14.38881 12.37558 18.57874  1.667
87 H 5.12182 11.22959 10.25272  0.271
88 C 14.13735 9.66043 11.56100  0.206
89 H 9.35106 15.46606 10.16137  0.315
90 H 9.51479 10.51070 10.95815  0.192
91 O 14.54023 18.96762 10.05078  -0.616
92 H 12.89459 10.86610 18.53660  0.561
93 N 15.30814 9.85876 12.17970  -0.416
94 N 14.86209 17.66990 10.48399  1.271
95 H 14.31854 19.53502 12.46376  0.609
96 C 14.85136 14.75326 15.55444  -1.338
97 N 14.86372 11.90747 9.60357  -0.230
98 C 13.19192 13.83277 12.39900  -0.251
99 N 12.30906 12.81960 12.20765  0.169
100 C 16.25064 11.56096 9.69887  0.144
101 C 13.10965 11.48064 16.54425  -0.634
102 H 11.35187 12.92576 11.95601  0.018
103 H 13.26596 8.92975 9.85547  0.432
104 C 15.83480 16.48353 12.47103  1.471
105 H 9.62334 8.73625 7.97679  0.221
106 C 16.61247 18.76969 11.89114  -2.180
107 C 16.11943 15.60774 10.09946  -0.794
108 C 14.15924 13.02784 19.98582  -2.017
109 C 14.91865 16.75856 8.21811  -1.544
110 H 16.18623 9.92141 11.68432  0.279
111 H 15.16302 10.41644 12.98292  0.158
112 C 9.52739 17.53460 10.48368  0.036
113 N 14.87263 13.38228 17.70091  0.499
114 H 11.33732 11.65082 7.75332  0.261
115 H 16.96789 12.69364 15.99834  0.261
116 N 17.15771 12.42827 10.26110  -0.299
117 C 15.41586 17.85889 11.86541  1.912
118 H 12.24983 12.45214 18.15440  0.328
119 H 15.34492 10.56859 17.82012  0.358
120 N 8.86005 16.31411 9.94321  -0.607
121 H 10.88529 17.54660 8.80248  0.441
122 H 11.55029 16.79847 10.24382  -0.521
123 H 17.74280 17.85993 9.76520  0.387
124 C 13.07822 11.74902 17.99850  -1.511
125 H 13.10603 13.22972 8.45326  0.388

Values from the calculation:
SMILES	CC1(C)CCCC(C)(C)N1O.CC1(C)CCCC(C)(C)N1O.COC[C@H](C)N.NC(N)=O.NC(N)=O.NC(N)=O.NC(N)=O.NC(N)=O.NC(N)=O
gap between HOMO and LUMO	8.3	eV
strongest force on any atom	0.0641	Eh/bohr

---

[3]
The following is a quantum chemistry calculation of 2 unconnected molecules or ions with the total composition C3H5FS, from the OMol25 dataset.

Last column: natural (NBO) charge in e.
Cartesian coordinates (Å):
1 S -2.35516 -0.31517 1.56289  0.077
2 C 0.21784 -0.06987 0.51930  0.123
3 F 0.35146 -1.19799 1.38831  -0.359
4 H 0.48928 0.88611 1.32601  0.212
5 C -1.38683 0.32787 0.38130  -0.310
6 H 0.11610 -0.60497 -1.82543  0.247
7 H -1.71856 1.08703 -0.36242  0.215
8 H 1.67940 0.88960 -1.48808  0.239
9 C 0.87916 -0.17024 -0.90022  -0.685
10 H 1.72731 -0.83236 -0.60166  0.241

Values from the calculation:
gap between HOMO and LUMO	8.3	eV
strongest force on any atom	0.0981	Eh/bohr

---

[4]
The following is a quantum chemistry calculation of 2 unconnected molecules or ions with the total composition C2H7OS, from the OMol25 dataset.

Last column: natural (NBO) charge in e.
Cartesian coordinates (Å):
1 O 2.63865 -1.23225 -0.31137  -0.989
2 C -0.52603 0.55170 -1.37206  -1.121
3 H -0.98432 1.54673 -1.57754  0.164
4 H 2.26203 -1.83359 -0.99549  0.465
5 C -1.86058 0.49608 1.10995  -0.782
6 H -0.61542 -0.27282 -2.01930  0.162
7 H -2.06996 -0.37700 1.73916  0.177
8 S -0.18268 0.20637 0.29460  0.030
9 H -2.55504 0.58214 0.32136  0.212
10 H 1.88086 -0.72035 0.10147  0.500
11 H -1.78477 1.34431 1.78029  0.182

Values from the calculation:
gap between HOMO and LUMO	5.3	eV
total charge	-1
strongest force on any atom	0.0505	Eh/bohr

---

ΔE to the lowest compared entry with this formula, charge and spin: 18.7; 0.0; 338.4; 246.2 (kJ/mol)
Calculated total energy: -160337.3725; -71002.6188; -16740.6664; -15068.8537 (eV)
HOMO level: -6.78; -7.85; -8.76; -1.23 (eV)